C6H14N2 | ωB97M-V with the def2-TZVPD basis set

XYZ file:
```
22
Properties=species:S:1:pos:R:3:forces:R:3
N 0.275 -2.018 0.503 -0.261 -0.154 0.266
C 0.430 -1.304 1.770 0.340 0.419 -0.124
C 1.257 1.046 2.060 0.124 0.070 0.197
C 1.444 -0.200 1.648 -0.256 0.350 0.094
H -0.149 -2.920 0.676 -0.006 -0.075 -0.133
H 1.159 -2.175 0.050 0.302 -0.067 -0.026
H 0.768 -1.927 2.610 -0.126 -0.224 -0.099
H -0.538 -0.875 2.033 -0.001 0.030 0.111
H 2.041 1.792 2.002 0.075 -0.077 -0.095
H 0.342 1.386 2.531 -0.147 -0.160 -0.108
H 2.413 -0.454 1.226 -0.026 -0.152 -0.081
C -2.462 0.571 -0.583 0.521 -0.050 0.274
C -1.331 0.202 -1.189 -0.591 0.136 -0.490
N -0.155 0.926 -1.309 -0.174 -0.026 0.292
C 0.436 0.955 -2.625 0.328 -0.012 -0.327
H -2.498 1.478 0.006 -0.187 0.148 -0.084
H -3.322 -0.080 -0.597 0.020 -0.043 0.139
H -1.326 -0.739 -1.730 0.172 -0.003 -0.032
H -0.179 1.820 -0.839 -0.040 -0.033 -0.088
H 1.341 1.560 -2.616 0.087 -0.091 0.112
H 0.707 -0.060 -2.920 0.073 -0.016 0.016
H -0.196 1.358 -3.428 -0.226 0.030 0.185
```
Forces are in eV/Å.

Output
Spin multiplicity: 1
DFT total energy, eV: -9427.3990
Net charge: 0
SMILES: C=CCN.C=CNC
Relative energy (zero: lowest compared OMol25 entry of this formula, charge and spin), kJ/mol: 201.2
Frontier orbital gap, eV: 8.942

***

C5H9FN2 | ωB97M-V with the def2-TZVPD basis set

XYZ file:
```
17
Properties=species:S:1:pos:R:3:forces:R:3
C 2.078 0.624 -0.838 0.540 0.073 0.097
C -0.133 0.040 0.094 0.166 0.962 -0.071
C -0.639 1.498 0.073 0.125 0.524 0.394
C -1.297 -0.901 -0.135 -0.222 -0.731 -0.264
C 0.416 -0.264 1.444 0.347 -0.354 0.999
H 1.880 1.676 -1.077 0.016 -0.271 -0.008
H 2.557 0.590 0.170 -0.232 -0.063 -0.526
H 2.793 0.239 -1.587 -0.299 0.240 0.410
H 1.094 -1.161 -0.981 -0.051 0.368 -0.020
H -1.034 1.714 -0.928 0.118 -0.074 0.305
H -1.450 1.623 0.822 0.497 -0.040 -0.454
H 0.171 2.235 0.312 -0.696 -0.755 -0.170
H -2.014 -0.854 0.682 0.033 0.034 0.130
H -0.929 -1.935 -0.241 -0.136 0.271 0.055
N 0.861 -0.167 -0.943 0.077 -0.492 -0.016
N 0.870 -0.541 2.472 -0.398 0.281 -0.939
F -1.970 -0.572 -1.299 0.115 0.028 0.077
```
Forces are in eV/Å.

Output
Spin multiplicity: 1
DFT total energy, eV: -11027.9932
Net charge: 0
SMILES: CN[C@](C)(C#N)CF
Relative energy (zero: lowest compared OMol25 entry of this formula, charge and spin), kJ/mol: 50.1
Frontier orbital gap, eV: 10.644

***

CHI2O3S | ωB97M-V with the def2-TZVPD basis set

XYZ file:
```
8
Properties=species:S:1:pos:R:3:forces:R:3
C -0.665 0.911 0.016 -0.708 -3.388 2.045
O -0.385 -2.028 -0.798 0.648 0.641 0.211
O 0.691 -1.369 1.318 -0.118 -0.133 -0.815
O 1.760 -0.728 -0.822 -1.414 -0.392 0.614
S 0.536 -1.126 -0.111 -0.753 1.184 -0.571
I 0.646 1.595 1.550 -0.334 1.247 0.128
I -0.847 2.088 -1.680 -0.017 0.082 -0.175
H -1.736 0.655 0.527 2.696 0.760 -1.436
```
Forces are in eV/Å.

Output
Spin multiplicity: 1
DFT total energy, eV: -34232.5411
Net charge: -1
Relative energy (zero: lowest compared OMol25 entry of this formula, charge and spin), kJ/mol: 178.6
Frontier orbital gap, eV: 7.333

***

C24H12Co2F6O8S | ωB97M-V with the def2-TZVPD basis set

XYZ file:
```
53
Properties=species:S:1:pos:R:3:forces:R:3
F -4.539 -2.816 1.069 -0.085 0.494 0.138
C -4.081 -1.648 1.546 0.551 0.444 0.025
F -3.949 -0.772 0.513 -0.424 -0.779 0.737
F -4.973 -1.141 2.430 0.121 -0.335 -0.733
S -2.431 -1.901 2.407 0.834 2.383 -0.253
C -2.032 -0.241 2.692 -0.763 -0.751 0.404
C -1.045 0.112 3.626 -0.137 -0.224 -0.241
C -0.128 -0.837 4.167 0.412 0.122 0.406
C 0.928 -0.426 4.959 -0.590 0.029 -0.290
C 1.077 0.927 5.266 1.079 0.509 0.593
C 2.249 1.364 6.096 -0.672 -0.446 -0.882
F 2.655 2.637 5.801 -0.042 -0.585 0.521
F 1.966 1.335 7.438 0.576 0.231 -0.233
F 3.329 0.548 5.902 -0.289 0.567 0.494
C 0.156 1.878 4.828 -0.472 -0.351 -0.357
C -0.898 1.474 4.030 0.154 0.012 0.134
O -2.724 -2.618 3.627 -0.112 -0.732 -0.259
O -1.557 -2.491 1.410 -0.684 -0.641 0.525
H -2.784 0.476 2.386 0.088 -0.160 -0.130
H -0.255 -1.898 3.962 0.079 0.238 -0.079
H 1.643 -1.146 5.348 -0.106 0.064 -0.110
H 0.266 2.923 5.109 0.014 -0.169 -0.070
H -1.642 2.190 3.681 0.225 -0.075 0.034
O 4.140 -0.495 -4.734 -0.321 -0.136 0.453
C 3.357 -0.564 -3.882 0.620 0.410 -1.204
Co 2.228 -0.827 -2.565 0.406 0.818 0.479
C 1.507 -2.379 -2.953 -1.582 -0.099 0.097
O 0.986 -3.384 -3.202 0.929 0.847 0.129
C 3.195 -1.406 -1.225 0.509 -0.764 1.553
O 3.819 -1.888 -0.378 -0.320 0.363 -0.740
C 0.550 0.337 -2.565 -0.976 -2.711 -0.222
C -0.275 0.094 -3.739 -0.772 0.308 -0.366
C 0.267 -0.001 -5.044 -0.492 0.001 0.030
C -0.533 -0.430 -6.104 0.073 0.280 0.348
C -1.889 -0.709 -5.895 -0.120 -0.065 0.177
C -2.446 -0.553 -4.621 0.240 0.251 -0.057
C -1.654 -0.129 -3.552 0.288 -0.174 -0.466
C 0.207 0.518 -1.202 -3.184 -2.827 0.120
C -0.538 0.034 -0.197 0.761 0.685 -0.676
Co 1.475 1.612 -1.732 3.833 3.263 0.053
C 2.499 2.255 -3.038 1.075 1.057 -1.421
O 3.184 2.719 -3.848 -0.952 -0.734 0.983
C 2.731 1.275 -0.514 1.613 0.389 1.511
O 3.579 1.250 0.271 -1.177 -0.184 -0.965
C 0.685 3.124 -1.183 -0.601 0.688 0.152
O 0.161 4.094 -0.840 0.683 -1.266 -0.387
H 1.323 0.240 -5.208 -0.472 -0.215 0.128
H -0.092 -0.546 -7.097 -0.165 0.058 0.243
H -2.513 -1.045 -6.723 0.131 0.028 0.151
H -3.503 -0.745 -4.439 0.147 -0.023 -0.168
H -2.072 0.007 -2.553 0.137 -0.141 -0.286
H -0.476 0.487 0.788 -0.112 -0.238 -0.072
H -1.128 -0.873 -0.321 0.046 0.285 0.051
```
Forces are in eV/Å.

Output
Spin multiplicity: 1
DFT total energy, eV: -143855.3992
Net charge: -2
Relative energy (zero: lowest compared OMol25 entry of this formula, charge and spin), kJ/mol: 0.0
Frontier orbital gap, eV: 6.199

***

C3H9N5O2 | ωB97M-V with the def2-TZVPD basis set

XYZ file:
```
19
Properties=species:S:1:pos:R:3:forces:R:3
C 1.353 -0.959 -1.149 1.907 1.126 -1.986
C 0.099 -0.221 -1.810 3.270 2.957 0.035
C 0.855 -1.204 0.145 -0.125 1.057 1.602
N 0.904 -0.255 0.983 2.113 1.179 -0.360
N -0.266 1.159 -1.245 1.989 -0.615 -0.454
N -0.938 1.637 0.970 -1.681 -1.801 0.365
N 0.000 0.018 1.886 -2.334 0.717 1.410
N -1.224 1.182 -0.243 2.095 2.490 2.713
O -1.210 -0.769 1.751 -1.501 -1.058 1.234
O 0.294 0.336 3.037 0.380 0.192 0.724
H 1.689 -1.864 -1.693 -0.656 0.458 0.020
H 2.260 -0.282 -1.113 -1.139 -0.439 -0.154
H 0.313 -0.092 -2.856 0.185 0.330 -0.503
H -0.713 -0.820 -1.784 -2.818 -1.877 0.496
H 0.186 -1.954 0.264 -2.193 -2.508 0.445
H 0.540 1.657 -0.735 -1.226 -1.332 -1.569
H -0.232 2.309 1.275 0.453 -0.168 -1.512
H -1.822 -0.596 2.560 2.188 0.102 -1.751
H -2.088 0.718 -0.243 -0.909 -0.810 -0.752
```
Forces are in eV/Å.

Output
Spin multiplicity: 1
DFT total energy, eV: -14792.8841
Net charge: 0
Relative energy (zero: lowest compared OMol25 entry of this formula, charge and spin), kJ/mol: 778.8
Frontier orbital gap (alpha / beta), eV: 8.012 / 7.125

***

C27H49ClFNO20 | ωB97M-V with the def2-TZVPD basis set

XYZ file:
```
99
Properties=species:S:1:pos:R:3:forces:R:3
C -2.280 -1.463 1.514 0.128 0.780 -0.180
C -3.067 -0.987 0.289 0.609 -0.536 0.249
C -3.864 -2.058 -0.455 0.156 0.862 0.566
F -2.948 -2.818 -1.152 0.180 -0.438 -0.122
C -4.876 -2.906 0.358 0.021 1.796 -0.834
C -5.624 -1.894 1.258 -0.327 -0.695 0.599
C -7.033 -2.327 1.730 0.601 0.181 0.203
C -7.424 -1.702 3.067 2.883 -1.610 -0.508
N -6.586 -1.812 4.233 0.342 0.019 -0.058
O -8.433 -1.147 3.164 -3.897 2.005 0.359
O -5.879 -3.245 -0.613 0.315 -0.609 -0.303
C -6.253 -4.544 -0.444 3.614 3.374 2.920
O -6.981 -5.090 -1.112 -3.888 -3.084 -3.165
O -5.632 -5.009 0.666 -0.020 -0.709 0.608
C -4.437 -4.277 0.900 -0.135 -1.035 0.564
O -3.512 -4.988 0.119 0.110 0.463 -0.327
C -3.991 -4.428 2.373 -0.717 -0.152 -0.410
C -5.042 -4.898 3.366 0.803 0.083 1.487
C -4.455 -4.670 4.789 -0.192 0.413 -1.082
Cl -5.384 -6.653 3.226 -0.122 0.164 -0.295
H -2.897 -1.523 2.404 -0.123 -0.364 0.124
H -1.713 -2.373 1.334 -0.134 -0.202 0.028
H -1.548 -0.691 1.740 0.192 -0.001 0.043
H -3.663 -0.121 0.550 -0.343 0.020 0.044
H -2.331 -0.617 -0.423 -0.036 0.000 -0.251
H -4.462 -1.535 -1.199 -0.239 -0.094 -0.155
H -5.052 -1.563 2.122 0.371 -0.167 -0.081
H -5.776 -1.017 0.640 0.063 0.199 -0.119
H -7.158 -3.405 1.828 0.195 -0.108 0.029
H -7.772 -1.991 1.017 -0.191 -0.016 -0.136
H -5.628 -1.532 4.060 0.028 -0.298 0.005
H -6.612 -2.749 4.616 0.030 0.052 0.090
H -2.617 -4.678 0.304 -0.043 0.085 -0.163
H -3.233 -5.204 2.373 0.182 -0.118 -0.027
H -3.505 -3.537 2.759 -0.183 0.303 -0.105
H -5.964 -4.339 3.322 -0.346 -0.249 -0.452
H -4.860 -5.375 5.497 -0.011 -0.071 0.256
H -3.372 -4.728 4.719 0.102 -0.293 0.333
H -4.700 -3.646 5.071 0.074 0.035 0.287
C 3.064 0.182 1.214 0.034 0.123 0.275
O 3.314 -0.317 -0.103 -0.032 -0.034 -0.064
C 2.223 -0.451 -0.858 0.071 -0.021 -0.011
O 1.094 -0.195 -0.523 0.084 -0.067 -0.014
O 2.599 -0.922 -2.049 0.009 0.034 0.093
C 1.524 -1.112 -2.971 -0.119 -0.048 -0.339
H 4.022 0.246 1.722 0.072 -0.047 -0.177
H 2.624 1.176 1.172 -0.091 -0.057 0.000
H 2.417 -0.498 1.766 -0.095 0.054 -0.073
H 1.025 -0.167 -3.183 -0.087 -0.031 0.134
H 0.813 -1.840 -2.582 -0.019 0.088 0.094
H 1.950 -1.499 -3.894 0.175 0.000 0.102
C -3.577 3.335 -4.175 -0.118 0.235 -0.045
O -2.561 2.395 -3.824 0.032 -0.075 0.011
C -2.928 1.117 -3.951 0.040 0.012 0.013
O -4.004 0.724 -4.322 0.099 0.046 0.065
O -1.895 0.352 -3.594 0.042 0.058 -0.002
C -2.143 -1.054 -3.683 -0.004 -0.239 -0.092
H -3.156 4.326 -4.029 0.155 -0.097 0.054
H -3.863 3.221 -5.219 -0.080 -0.092 0.048
H -4.447 3.220 -3.530 -0.034 -0.092 -0.087
H -2.365 -1.342 -4.709 -0.124 0.060 0.028
H -2.954 -1.344 -3.022 -0.089 0.024 -0.123
H -1.238 -1.561 -3.364 0.058 0.184 0.057
C 6.533 3.710 2.628 0.171 -0.024 -0.251
O 6.064 4.162 3.901 -0.031 0.010 0.069
C 4.843 3.736 4.223 0.058 0.054 0.003
O 4.139 3.027 3.550 0.044 0.020 0.065
O 4.536 4.233 5.424 0.050 0.000 -0.058
C 3.244 3.857 5.904 -0.218 -0.014 0.161
H 7.527 4.125 2.488 -0.041 0.105 0.186
H 6.597 2.623 2.607 -0.132 0.009 -0.011
H 5.887 4.070 1.830 -0.071 -0.088 0.038
H 3.174 2.776 6.015 -0.025 0.004 -0.122
H 2.465 4.221 5.235 0.028 -0.105 -0.065
H 3.120 4.322 6.878 0.174 0.066 -0.034
C 7.908 8.864 -0.270 0.051 0.101 -0.245
O 7.477 7.952 0.741 -0.010 -0.034 0.074
C 7.643 8.398 1.989 -0.021 -0.036 0.011
O 8.108 9.463 2.304 -0.047 -0.106 -0.042
O 7.204 7.455 2.826 0.007 -0.025 -0.115
C 7.318 7.791 4.210 -0.041 -0.065 0.323
H 7.721 8.387 -1.229 -0.066 -0.142 0.108
H 7.340 9.791 -0.219 0.087 0.031 0.090
H 8.974 9.067 -0.177 -0.040 0.088 0.087
H 6.726 8.675 4.441 0.111 0.069 -0.054
H 8.360 7.949 4.482 -0.021 0.128 -0.056
H 6.928 6.946 4.772 -0.032 -0.085 -0.186
C 4.850 -3.422 -5.227 0.067 -0.029 0.250
O 4.913 -3.355 -6.653 -0.044 0.016 -0.064
C 3.766 -3.005 -7.238 0.080 -0.017 -0.018
O 2.732 -2.755 -6.673 0.065 0.002 -0.017
O 3.964 -2.980 -8.557 0.029 -0.014 0.078
C 2.811 -2.617 -9.319 -0.161 0.055 -0.217
H 5.837 -3.715 -4.880 0.042 0.002 -0.184
H 4.601 -2.449 -4.806 -0.108 -0.035 -0.020
H 4.126 -4.171 -4.909 -0.081 0.092 -0.020
H 2.480 -1.613 -9.060 -0.058 -0.060 0.096
H 2.007 -3.334 -9.164 -0.022 0.071 0.104
H 3.104 -2.634 -10.365 0.171 -0.052 0.071
```
Forces are in eV/Å.

Output
Spin multiplicity: 1
DFT total energy, eV: -86473.6617
Net charge: 0
SMILES: CC[C@@H](F)[C@@]1(CCC(N)=O)OC(=O)O[C@]1(O)C[C@H](C)Cl.COC(=O)OC.COC(=O)OC.COC(=O)OC.COC(=O)OC.COC(=O)OC
Frontier orbital gap, eV: 10.608

***

C2H5N5 | ωB97M-V with the def2-TZVPD basis set

XYZ file:
```
12
Properties=species:S:1:pos:R:3:forces:R:3
C -0.427 0.842 0.126 0.222 -0.278 0.771
C 1.455 0.053 -0.750 -1.284 0.701 0.550
H -1.983 0.055 1.118 0.009 -0.425 -0.132
H -1.863 1.720 1.323 0.645 -1.850 -1.960
H 2.091 -0.537 -1.408 -0.165 -0.235 0.765
H -0.274 -2.193 -0.800 0.048 -0.267 -0.975
H 0.685 -2.021 0.588 -1.525 0.099 -1.003
N -1.708 0.892 0.634 -0.558 1.968 1.804
N 0.368 1.843 -0.061 1.508 0.179 -0.188
N 1.587 1.312 -0.573 -0.529 1.785 -0.519
N 0.209 -0.297 -0.228 0.423 -3.189 -1.495
N -0.139 -1.669 0.029 1.206 1.511 2.382
```
Forces are in eV/Å.

Output
Spin multiplicity: 1
DFT total energy, eV: -9603.7942
Net charge: 0
SMILES: Nc1nncn1N
Relative energy (zero: lowest compared OMol25 entry of this formula, charge and spin), kJ/mol: 214.9
Frontier orbital gap, eV: 9.595

***

C4H14NO3 | ωB97M-V with the def2-TZVPD basis set

XYZ file:
```
22
Properties=species:S:1:pos:R:3:forces:R:3
O -1.983 -1.164 0.910 -3.377 -4.317 2.228
C -1.635 -0.326 0.136 5.180 3.279 -0.009
C -0.264 0.280 0.662 -1.728 -1.969 2.058
C -0.143 1.747 0.758 0.894 0.227 0.529
C -1.205 2.346 1.705 1.948 -0.594 0.333
N 0.871 -0.370 -0.187 0.832 1.680 4.411
H -2.093 0.205 -0.646 -1.342 0.664 -1.135
H -0.248 -0.119 1.775 0.479 0.203 -2.406
H -0.134 2.022 -0.271 -0.338 1.426 -0.820
H 0.852 2.019 1.201 -0.607 -0.030 -0.534
H -2.197 2.069 1.576 -1.767 -1.287 -0.815
H -0.946 1.959 2.732 -0.156 1.157 -0.750
H -1.269 3.400 1.521 0.580 0.837 0.785
H 1.722 0.205 -0.098 0.059 -0.577 -0.496
H 0.512 -0.434 -1.064 -1.218 0.106 -3.887
H 0.967 -1.327 0.089 0.348 -0.773 0.475
H 0.282 -3.743 -1.114 -1.224 2.259 -2.265
H -0.112 -2.896 -2.472 0.387 -0.756 -5.145
O -0.120 -2.911 -1.588 0.954 -1.539 7.442
H 3.834 0.069 -1.380 0.099 0.337 -0.503
H 3.380 1.225 -2.324 0.915 1.205 -2.617
O 3.207 0.783 -1.546 -0.919 -1.540 3.123
```
Forces are in eV/Å.

Output
Spin multiplicity: 2
DFT total energy, eV: -12002.6729
Net charge: 0
Relative energy (zero: lowest compared OMol25 entry of this formula, charge and spin), kJ/mol: 369.7
Expectation value of S²: 0.75
Frontier orbital gap (alpha / beta), eV: 3.690 / 7.555